(1)
DFT (wB97M-V/def2-TZVPD) results for C10H20ClPbRh as an isolated structure.

For the HOMO-LUMO gap (spin up / spin down), the calculation gives 2.34 / 7.28 eV. The calculation puts the energy relative to the best compared isomer or geometry (same formula, charge and spin) at 0.00 kJ/mol. The value obtained for the electronic energy is -31465.0165 eV. The net charge is -2. Its spin multiplicity is 5. The HOMO energy (spin up / spin down) comes out at 2.81 / -3.01 eV. The expectation value of S² is 6.0153.

Element x y z (Å)
Rh  2.428  -0.353  -2.942
Cl  4.031  1.253  -3.623
C  1.131  0.485  -4.256
C  3.843  -1.818  -3.106
H  1.328  -0.039  -5.202
H  0.099  0.312  -3.924
H  1.407  1.543  -4.384
H  3.702  -2.206  -4.130
H  3.608  -2.601  -2.362
H  4.844  -1.364  -3.020
Pb  0.924  -0.565  -0.358
C  1.623  -1.824  1.366
C  1.069  -1.684  -2.434
H  1.528  -2.877  1.070
H  2.668  -1.622  1.656
H  0.964  -1.639  2.229
H  1.473  -2.698  -2.251
H  0.128  -1.630  -3.009
C  -3.087  0.052  3.031
C  -2.333  1.229  2.387
C  -3.348  2.306  1.987
C  -1.374  1.818  3.430
C  -1.593  0.735  1.225
C  -1.006  0.282  0.248
H  -3.628  0.372  3.931
H  -2.378  -0.735  3.332
H  -3.820  -0.363  2.329
H  -3.918  2.637  2.859
H  -2.834  3.180  1.576
H  -4.058  1.914  1.252
H  -0.624  1.075  3.728
H  -0.876  2.706  3.033
H  -1.918  2.118  4.332

---

(2)
DFT (wB97M-V/def2-TZVPD) results for C37H33N5O2Os as an isolated structure.

For the HOMO-LUMO gap (spin up / spin down), the calculation gives 6.43 / 6.15 eV. The calculation puts the energy relative to the best compared isomer or geometry (same formula, charge and spin) at 244.26 kJ/mol. The value obtained for the electronic energy is -52910.1500 eV. Its spin multiplicity is 5. The HOMO energy (spin up / spin down) comes out at -7.32 / -7.25 eV. The expectation value of S² is 6.0321.

Element x y z (Å)
Os  -0.605  0.662  -0.359
C  -3.423  2.234  0.084
O  -2.783  0.950  0.025
C  -3.555  -0.189  -0.116
C  -4.932  -0.170  -0.215
C  -5.607  -1.375  -0.371
C  -4.908  -2.571  -0.424
C  -3.527  -2.581  -0.316
C  -2.837  -1.387  -0.169
N  -1.428  -1.281  -0.045
N  -0.824  -2.390  0.125
C  0.479  -2.396  0.459
C  1.105  -1.319  1.166
O  0.546  -0.203  1.432
C  2.421  -1.561  1.707
C  3.061  -2.733  1.524
C  2.458  -3.827  0.817
C  3.141  -5.042  0.643
C  2.550  -6.086  -0.027
C  1.259  -5.926  -0.544
C  0.579  -4.740  -0.393
C  1.161  -3.667  0.304
H  -4.007  2.396  -0.823
H  -2.616  2.958  0.144
H  -4.055  2.285  0.970
H  -5.482  0.758  -0.169
H  -6.685  -1.371  -0.450
H  -5.439  -3.505  -0.547
H  -2.966  -3.504  -0.345
H  2.873  -0.742  2.252
H  4.060  -2.874  1.919
H  4.142  -5.140  1.044
H  3.077  -7.021  -0.158
H  0.791  -6.742  -1.080
H  -0.404  -4.615  -0.823
C  -2.439  4.507  3.255
C  -1.622  3.367  3.863
C  -0.446  3.937  4.676
C  -1.121  2.442  2.811
H  -2.759  5.216  4.020
H  -3.330  4.133  2.749
H  -1.840  5.053  2.522
H  -2.259  2.806  4.555
H  0.207  4.528  4.031
H  0.149  3.141  5.121
H  -0.809  4.585  5.476
H  -0.911  1.402  3.025
H  -0.727  2.860  1.893
N  3.474  4.540  -1.906
C  2.449  4.534  -1.247
N  1.417  4.380  -0.608
C  1.081  2.999  -0.379
N  -0.078  2.545  -0.509
C  4.391  3.434  0.122
C  4.408  3.449  -1.384
C  3.837  2.165  -1.942
C  2.791  1.580  -1.348
C  2.296  2.126  -0.018
C  3.373  2.852  0.743
C  2.032  0.514  -2.001
C  0.776  0.096  -1.756
C  0.228  -0.987  -2.617
C  0.927  -2.182  -2.792
C  0.391  -3.214  -3.547
C  -0.858  -3.072  -4.138
C  -1.561  -1.887  -3.976
C  -1.023  -0.855  -3.223
H  5.156  3.975  0.663
H  5.392  3.671  -1.785
H  4.187  1.827  -2.910
H  1.930  1.300  0.591
H  3.276  2.895  1.821
H  2.550  0.065  -2.849
H  1.885  -2.310  -2.303
H  0.946  -4.136  -3.661
H  -1.278  -3.879  -4.724
H  -2.531  -1.763  -4.441
H  -1.574  0.074  -3.113

---

(3)
DFT (wB97M-V/def2-TZVPD) results for one molecule with the formula C3H4FNOS.

For the HOMO-LUMO gap, the calculation gives 10.07 eV. The calculation puts the energy relative to the best compared isomer or geometry (same formula, charge and spin) at 321.99 kJ/mol. The value obtained for the electronic energy is -20262.7658 eV. The HOMO energy comes out at -9.56 eV.

Element x y z (Å)
O  3.091  -0.248  0.500
N  2.432  0.895  0.019
C  1.216  0.809  -0.364
S  0.306  -0.702  -0.399
C  -1.194  -0.310  0.399
C  -2.387  -0.008  -0.216
F  -3.530  0.407  0.348
H  2.510  -0.982  0.621
H  0.680  1.687  -0.627
H  -1.216  -0.422  1.494
H  -2.668  0.063  -1.284

---

What did the second record say?
DFT (wB97M-V/def2-TZVPD) results for C37H33N5O2Os as an isolated structure.

For the HOMO-LUMO gap (spin up / spin down), the calculation gives 6.43 / 6.15 eV. The calculation puts the energy relative to the best compared isomer or geometry (same formula, charge and spin) at 244.26 kJ/mol. The value obtained for the electronic energy is -52910.1500 eV. Its spin multiplicity is 5. The HOMO energy (spin up / spin down) comes out at -7.32 / -7.25 eV. The expectation value of S² is 6.0321.

Element x y z (Å)
Os  -0.605  0.662  -0.359
C  -3.423  2.234  0.084
O  -2.783  0.950  0.025
C  -3.555  -0.189  -0.116
C  -4.932  -0.170  -0.215
C  -5.607  -1.375  -0.371
C  -4.908  -2.571  -0.424
C  -3.527  -2.581  -0.316
C  -2.837  -1.387  -0.169
N  -1.428  -1.281  -0.045
N  -0.824  -2.390  0.125
C  0.479  -2.396  0.459
C  1.105  -1.319  1.166
O  0.546  -0.203  1.432
C  2.421  -1.561  1.707
C  3.061  -2.733  1.524
C  2.458  -3.827  0.817
C  3.141  -5.042  0.643
C  2.550  -6.086  -0.027
C  1.259  -5.926  -0.544
C  0.579  -4.740  -0.393
C  1.161  -3.667  0.304
H  -4.007  2.396  -0.823
H  -2.616  2.958  0.144
H  -4.055  2.285  0.970
H  -5.482  0.758  -0.169
H  -6.685  -1.371  -0.450
H  -5.439  -3.505  -0.547
H  -2.966  -3.504  -0.345
H  2.873  -0.742  2.252
H  4.060  -2.874  1.919
H  4.142  -5.140  1.044
H  3.077  -7.021  -0.158
H  0.791  -6.742  -1.080
H  -0.404  -4.615  -0.823
C  -2.439  4.507  3.255
C  -1.622  3.367  3.863
C  -0.446  3.937  4.676
C  -1.121  2.442  2.811
H  -2.759  5.216  4.020
H  -3.330  4.133  2.749
H  -1.840  5.053  2.522
H  -2.259  2.806  4.555
H  0.207  4.528  4.031
H  0.149  3.141  5.121
H  -0.809  4.585  5.476
H  -0.911  1.402  3.025
H  -0.727  2.860  1.893
N  3.474  4.540  -1.906
C  2.449  4.534  -1.247
N  1.417  4.380  -0.608
C  1.081  2.999  -0.379
N  -0.078  2.545  -0.509
C  4.391  3.434  0.122
C  4.408  3.449  -1.384
C  3.837  2.165  -1.942
C  2.791  1.580  -1.348
C  2.296  2.126  -0.018
C  3.373  2.852  0.743
C  2.032  0.514  -2.001
C  0.776  0.096  -1.756
C  0.228  -0.987  -2.617
C  0.927  -2.182  -2.792
C  0.391  -3.214  -3.547
C  -0.858  -3.072  -4.138
C  -1.561  -1.887  -3.976
C  -1.023  -0.855  -3.223
H  5.156  3.975  0.663
H  5.392  3.671  -1.785
H  4.187  1.827  -2.910
H  1.930  1.300  0.591
H  3.276  2.895  1.821
H  2.550  0.065  -2.849
H  1.885  -2.310  -2.303
H  0.946  -4.136  -3.661
H  -1.278  -3.879  -4.724
H  -2.531  -1.763  -4.441
H  -1.574  0.074  -3.113

---

Question: energy relative to the best compared isomer or geometry (same formula, charge and spin) of number 2 (C37H33N5O2Os)?
Answer: 244.26 kJ/mol

---

Question: Look up the energy relative to the best compared isomer or geometry (same formula, charge and spin) of the third one.
Answer: 321.99 kJ/mol

---

Question: What is the formula in the first record?
Answer: C10H20ClPbRh